(1)
Entry from OMol25: the molecule CH3N3P2 at a distorted geometry (the ωB97M-V functional and the def2-TZVPD basis).

Properties
HOMO energy ... -9.21 eV
E ... -24128.2656 eV
Gap between HOMO and LUMO ... 8.8 eV
Energy above the lowest of the compared OMol25 structures with the same formula, charge and spin ... 50.49 kcal per mole
2S+1 ... 1
Largest force on an atom ... 7.36 eV Å⁻¹

Positions of all 9 atoms, in Å:
C -0.35010 0.40624 2.01517
N -0.92420 0.97262 2.92925
N -1.53785 1.62871 3.62141
N -3.00245 0.37168 0.67915
P -1.57719 0.05085 0.66677
P 0.07089 -0.81523 -0.58588
H 0.49233 -0.11532 2.09658
H 0.42463 0.63199 -0.76087
H -0.72320 -1.08502 -1.65465

Charges computed using Mulliken, reported in e: C -0.43; N 0.58; N -0.55; N -0.56; P 0.48; P -0.16; H 0.40; H 0.13; H 0.10

---

(2)
Entry from OMol25: the molecule CH3N3S at a distorted geometry (the ωB97M-V functional and the def2-TZVPD basis).

Properties
HOMO energy ... -8.72 eV
E ... -16388.9465 eV
Gap between HOMO and LUMO ... 9.5 eV
Energy above the lowest of the compared OMol25 structures with the same formula, charge and spin ... 7.67 kcal per mole
2S+1 ... 1
Largest force on an atom ... 1.87 eV Å⁻¹

Positions of all 8 atoms, in Å:
C -0.67692 0.24467 -0.15130
N 0.36117 1.27695 -0.01621
N 1.50236 0.84977 0.13916
S 1.63351 -0.80190 -0.00234
N -0.03501 -1.08479 -0.06601
H -1.49854 0.59686 0.44719
H -0.98354 0.48765 -1.12960
H -0.30302 -1.56921 0.77910

Charges computed using Mulliken, reported in e: C -0.17; N -0.25; N -0.08; S 0.08; N -0.39; H 0.28; H 0.20; H 0.31

---

(3)
Entry from OMol25: the molecule CH3N3S at a distorted geometry (the ωB97M-V functional and the def2-TZVPD basis).

Properties
HOMO energy ... -9.32 eV
E ... -16388.5575 eV
Gap between HOMO and LUMO ... 9.9 eV
Energy above the lowest of the compared OMol25 structures with the same formula, charge and spin ... 16.64 kcal per mole
2S+1 ... 1
Largest force on an atom ... 4.55 eV Å⁻¹

Positions of all 8 atoms, in Å:
C 0.07791 -0.38825 0.19297
N -0.95820 -1.57501 0.63991
N -1.62497 -1.92258 -0.30144
S -1.27561 -1.30713 -1.77750
N -0.28898 0.01279 -1.07379
H -0.08278 0.17941 0.99766
H 0.97421 -0.86563 0.23171
H -0.98725 0.82097 -0.92843

Charges computed using Mulliken, reported in e: C -0.33; N -0.25; N -0.02; S 0.12; N -0.42; H 0.28; H 0.29; H 0.34

---

(4)
Entry from OMol25: the ion CH3N4 with charge +1 at a distorted geometry (the ωB97M-V functional and the def2-TZVPD basis).

Properties
HOMO energy ... -15.36 eV
E ... -7035.1619 eV
Gap between HOMO and LUMO ... 9.4 eV
Net charge ... +1
Energy above the lowest of the compared OMol25 structures with the same formula, charge and spin ... 79.10 kcal per mole
2S+1 ... 1
Largest force on an atom ... 4.43 eV Å⁻¹

Positions of all 8 atoms, in Å:
N -0.97864 -1.10013 2.23196
C -0.59220 -0.60547 1.24366
N 0.10086 0.03122 0.39019
N 0.04832 0.20860 -0.90439
N 0.85459 0.85000 -1.65663
H -1.46638 -1.60323 2.91748
H 1.59069 1.49118 -1.59450
H 0.44276 0.72782 -2.62777

Charges computed using Mulliken, reported in e: N -0.06; C 0.40; N -0.23; N 0.15; N -0.16; H 0.29; H 0.26; H 0.35

---

(5)
Entry from OMol25: the ion CH3N4O with charge +1 at a distorted geometry (the ωB97M-V functional and the def2-TZVPD basis).

Properties
HOMO energy ... -14.91 eV
E ... -9082.3250 eV
Gap between HOMO and LUMO ... 9.8 eV
Net charge ... +1
Energy above the lowest of the compared OMol25 structures with the same formula, charge and spin ... 39.93 kcal per mole
2S+1 ... 1
Largest force on an atom ... 4.51 eV Å⁻¹

Positions of all 9 atoms, in Å:
N 0.11139 0.15393 0.12561
N -1.16022 0.83197 -0.20360
N -2.12622 0.07661 0.06687
N -3.36044 0.36855 -0.28962
C -4.49288 -0.11805 0.07226
O -5.60284 -0.27756 0.15846
H 0.27758 0.39517 1.06958
H 0.82377 0.78627 -0.41963
H 0.19206 -0.97105 -0.04640

Charges computed using Mulliken, reported in e: N -0.24; N -0.24; N 0.16; N -0.33; C 0.60; O -0.15; H 0.36; H 0.42; H 0.43

---

(6)
Entry from OMol25: the ion CH3N4O with charge +1 at a distorted geometry (the ωB97M-V functional and the def2-TZVPD basis).

Properties
HOMO energy ... -16.53 eV
E ... -9083.6241 eV
Gap between HOMO and LUMO ... 11.7 eV
Net charge ... +1
Energy above the lowest of the compared OMol25 structures with the same formula, charge and spin ... 9.97 kcal per mole
2S+1 ... 1
Largest force on an atom ... 3.22 eV Å⁻¹

Positions of all 9 atoms, in Å:
N 0.18066 -3.58415 0.82312
N -0.51640 -2.75013 0.63716
N -1.42636 -1.99712 0.43212
C -1.59423 -0.76784 0.05829
N -0.11774 0.06846 -0.04670
O -2.53193 -0.13464 -0.20054
H 0.60044 -0.33985 -0.64721
H 0.24888 0.30827 0.87933
H -0.44071 0.95169 -0.48108

Charges computed using Mulliken, reported in e: N -0.37; N 0.85; N -0.32; C 0.56; N -0.51; O -0.30; H 0.37; H 0.36; H 0.36

---

(7)
Entry from OMol25: a cluster of 2 separate species, CH3N4O in total at a distorted geometry (the ωB97M-V functional and the def2-TZVPD basis).

Properties
HOMO energy (alpha / beta) ... -13.67 / -15.52 eV
E ... -9078.6548 eV
Gap between HOMO and LUMO (alpha / beta) ... 8.7 / 5.7 eV
Net charge ... +1
Energy above the lowest of the compared OMol25 structures with the same formula, charge and spin ... 20.36 kcal per mole
2S+1 ... 3
Largest force on an atom ... 7.42 eV Å⁻¹

Positions of all 9 atoms, in Å:
C 2.50478 0.00674 0.01928
N -2.85495 0.86802 -0.05070
N -1.10560 -0.61034 -0.01527
N -1.87087 0.22843 -0.08460
N 1.62364 -0.78150 0.00727
O 3.36400 0.77886 -0.14409
H -3.05553 1.90219 -0.10329
H -0.14976 -0.76278 -0.23722
H 1.54429 -1.62963 0.60862

Charges computed using Mulliken, reported in e: C 0.53; N -0.51; N -0.30; N 1.02; N -0.57; O -0.32; H 0.37; H 0.46; H 0.31

---

(8)
Entry from OMol25: the molecule CH3N4P at a distorted geometry (the ωB97M-V functional and the def2-TZVPD basis).

Properties
HOMO energy ... -8.80 eV
E ... -16331.9192 eV
Gap between HOMO and LUMO ... 7.7 eV
Energy above the lowest of the compared OMol25 structures with the same formula, charge and spin ... 0.00 kcal per mole
2S+1 ... 1
Largest force on an atom ... 4.64 eV Å⁻¹

Positions of all 9 atoms, in Å:
N 0.82465 -1.07512 0.97141
P -0.63195 -0.70209 0.30664
C -0.25677 1.06137 0.10485
N -0.54291 1.50925 -1.08806
N -1.01211 0.49888 -1.81093
N -1.08340 -0.68165 -1.42981
H 1.53622 -0.37158 0.79271
H 1.11271 -1.96993 1.31963
H 0.05356 1.73084 0.83357

Charges computed using Mulliken, reported in e: N -0.39; P 0.20; C -0.25; N -0.25; N -0.15; N -0.16; H 0.25; H 0.22; H 0.55